71
Properties=species:S:1:pos:R:3:lowdin_charge:R:1 method="wB97M-V/def2-TZVPD" e_homo_ev="-8.123 / -8.123" multiplicity=1 largest_force_ev_per_a=5.283 total_energy_ha=-4234.9922 molar_mass_g_mol=646.07 e_above_lowest_kcal_mol=3.2
Pd 0.41 -1.07 -0.97 0.666
C 2.34 -0.02 4.00 -0.049
C 0.83 0.02 3.72 -0.381
C 0.09 0.62 4.91 -0.062
C 0.35 -1.38 3.42 -0.132
C 0.45 -2.32 4.44 -0.041
C 0.14 -3.65 4.24 -0.050
C -0.20 -4.08 2.97 -0.030
C -0.33 -3.19 1.92 -0.112
C -0.73 -3.71 0.55 -0.383
C 0.50 -3.84 -0.36 -0.070
C -1.45 -5.05 0.56 -0.072
C -0.11 -1.80 2.15 -0.155
N -0.34 -0.91 1.12 0.062
C -1.06 0.20 1.18 -0.101
C -1.13 1.13 0.15 -0.130
N -0.45 1.02 -0.99 0.054
C -0.28 1.95 -1.98 -0.157
C -0.10 1.51 -3.32 -0.119
C -0.13 2.43 -4.35 -0.034
C -0.27 3.78 -4.10 -0.043
C -0.29 4.22 -2.79 -0.037
C -0.26 3.35 -1.72 -0.123
C -0.16 3.93 -0.33 -0.386
C -1.45 4.67 0.03 -0.053
C 1.06 4.86 -0.23 -0.055
C 0.12 0.06 -3.71 -0.405
C 1.46 -0.11 -4.42 -0.062
C -1.04 -0.45 -4.55 -0.057
H 2.71 0.98 4.18 0.080
H 2.87 -0.45 3.15 0.079
H 2.55 -0.64 4.87 0.079
H 0.67 0.66 2.84 0.113
H 0.32 0.08 5.83 0.073
H -0.99 0.59 4.77 0.078
H 0.39 1.66 5.05 0.078
H 0.77 -2.00 5.42 0.109
H 0.20 -4.35 5.06 0.108
H -0.38 -5.13 2.81 0.105
H -1.42 -2.97 0.12 0.081
H 1.19 -4.58 0.06 0.096
H 1.06 -2.88 -0.44 0.000
H 0.19 -4.17 -1.36 0.085
H -0.77 -5.87 0.80 0.077
H -1.87 -5.24 -0.43 0.084
H -2.27 -5.06 1.28 0.086
H -1.69 0.37 2.05 0.143
H -1.85 1.94 0.25 0.115
H -0.03 2.09 -5.37 0.112
H -0.31 4.49 -4.92 0.109
H -0.33 5.28 -2.60 0.111
H 0.00 3.13 0.39 0.112
H -1.61 5.52 -0.64 0.080
H -1.40 5.04 1.05 0.082
H -2.31 4.01 -0.06 0.074
H 0.93 5.76 -0.84 0.075
H 1.95 4.34 -0.57 0.086
H 1.20 5.16 0.80 0.081
H 0.18 -0.57 -2.79 0.032
H 1.48 0.42 -5.38 0.075
H 1.66 -1.16 -4.61 0.086
H 2.27 0.29 -3.81 0.058
H -1.13 0.11 -5.48 0.077
H -1.97 -0.34 -4.01 0.070
H -0.91 -1.50 -4.80 0.084
S 2.60 -0.01 -0.77 0.649
C 3.10 -1.46 -0.16 -0.903
N 3.51 -2.44 0.28 0.079
Se -4.17 -0.49 -0.68 0.599
C -2.67 -1.16 -1.27 -0.980
N -1.66 -1.63 -1.62 -0.004


86
Properties=species:S:1:pos:R:3:mulliken_spin:R:1 method="wB97M-V/def2-TZVPD" e_homo_ev="-12.901 / -13.144" multiplicity=5 largest_force_ev_per_a=1.127 total_energy_ha=-5836.0659 charge=+2 molar_mass_g_mol=1001.86 e_above_lowest_kcal_mol=6.4
Ir -0.34 -0.16 1.00 2.342
F -1.97 -1.51 6.03 0.001
C -0.78 -1.71 5.51 0.004
F 0.09 -0.85 5.99 0.000
F -0.38 -2.95 5.76 0.001
S -0.93 -1.45 3.64 0.023
O -0.12 -0.25 3.37 0.065
O -2.34 -1.31 3.37 -0.001
N -0.33 -2.76 2.97 0.007
S -1.05 -3.29 1.66 0.009
O -0.32 -4.44 1.21 0.006
O -1.26 -2.22 0.67 0.082
C -2.78 -3.93 2.08 0.003
F -2.93 -5.08 1.46 0.000
F -2.87 -4.10 3.39 0.001
F -3.68 -3.06 1.66 0.000
C 5.46 0.74 -1.59 0.000
C 4.04 1.23 -1.53 0.001
C 3.25 1.32 -2.67 -0.002
C 1.94 1.77 -2.63 0.013
C 1.24 1.97 -3.95 0.000
C 1.36 2.07 -1.39 -0.008
As -0.51 2.61 -1.31 0.009
N -1.18 1.54 0.16 0.505
C -2.44 1.83 0.54 0.063
C -3.17 0.87 1.30 0.166
C -4.46 1.08 1.69 -0.054
C -5.10 2.28 1.35 0.229
C -4.41 3.26 0.62 -0.056
C -3.12 3.06 0.22 0.164
C -1.40 1.48 -2.62 0.053
C -2.35 2.11 -3.43 -0.018
C -2.66 3.59 -3.41 0.001
C -3.08 1.34 -4.33 -0.001
C -2.91 -0.03 -4.44 0.002
C -3.72 -0.84 -5.41 0.001
C -1.96 -0.63 -3.63 0.005
C -1.19 0.09 -2.73 0.011
C -0.13 -0.69 -2.00 -0.057
C 2.16 2.09 -0.24 0.031
C 1.70 2.68 1.07 0.054
C 3.48 1.67 -0.34 -0.008
H 5.74 0.47 -2.61 0.000
H 5.60 -0.14 -0.97 0.000
H 6.15 1.51 -1.25 0.000
H 3.69 1.07 -3.63 -0.001
H 1.95 2.40 -4.66 0.000
H 0.40 2.66 -3.89 0.000
H 0.87 1.03 -4.38 -0.001
H -2.72 -0.09 1.54 0.087
H -4.99 0.33 2.25 0.003
H -6.11 2.46 1.66 0.007
H -4.90 4.19 0.38 0.001
H -2.59 3.84 -0.30 0.007
H -1.92 4.19 -2.88 -0.002
H -3.63 3.77 -2.95 0.001
H -2.72 3.97 -4.43 0.000
H -3.81 1.83 -4.97 0.001
H -4.37 -0.22 -6.01 0.000
H -4.34 -1.56 -4.87 0.000
H -3.07 -1.41 -6.08 0.000
H -1.80 -1.70 -3.71 0.000
H -0.48 -1.69 -1.76 -0.015
H 0.21 -0.20 -1.07 0.102
H 0.78 -0.78 -2.59 0.010
H 0.88 3.40 0.95 0.020
H 2.52 3.24 1.53 0.000
H 1.36 1.95 1.81 -0.008
H 4.12 1.74 0.53 -0.002
N 4.18 0.11 3.04 0.000
C 4.25 -1.09 2.13 0.003
P 2.55 -1.76 2.22 0.020
O 2.31 -1.72 3.70 0.003
O 1.74 -1.02 1.21 0.113
C 2.61 -3.54 1.80 0.002
N 2.41 -4.30 3.07 0.000
H 5.10 0.47 3.30 0.000
H 3.65 -0.19 3.89 0.000
H 3.64 0.86 2.60 0.001
H 4.98 -1.76 2.57 0.000
H 4.57 -0.77 1.14 0.000
H 3.55 -3.82 1.31 0.000
H 1.78 -3.80 1.15 0.000
H 3.18 -4.92 3.31 0.000
H 1.55 -4.85 3.01 0.000
H 2.27 -3.58 3.82 0.000